[1]
81
Properties=species:S:1:pos:R:3:forces:R:3:mulliken_spin:R:1 method="wB97M-V/def2-TZVPD" lumo_energy_ev="-7.09 / -6.47" fmax_ha_per_bohr=0.06483 homo_lumo_gap_ev="6.516 / 8.004" homo_ev="-13.6 / -14.5" charge=+2 multiplicity=3
W -0.262 -0.010 0.870 -1.83 0.78 -2.25 1.81
C 0.652 -0.362 3.783 0.90 0.33 0.19 0.01
O -0.079 -0.834 2.660 -0.11 -1.14 0.68 -0.05
Si -1.622 -1.704 2.704 -1.42 -0.81 1.25 0.02
C -2.751 -0.547 3.692 0.41 0.05 -0.42 0.01
C -1.495 -3.314 3.686 0.99 0.27 -0.06 0.01
C -1.774 -1.788 0.871 1.61 1.49 0.34 0.16
Si -0.952 -3.391 0.185 0.44 -0.30 0.24 0.00
C -1.662 -5.035 0.840 0.06 0.10 -0.29 0.00
C -0.870 -3.467 -1.671 0.78 -0.02 -1.02 0.00
C 0.922 -3.330 0.566 0.42 -0.69 0.72 0.02
Si -3.531 -1.368 0.278 -0.93 -0.38 -1.00 -0.03
C -4.003 0.442 0.223 -0.21 0.55 0.59 0.01
C -4.785 -2.286 1.345 -0.46 0.02 0.44 0.00
C -3.870 -1.893 -1.501 0.19 -0.27 0.02 0.00
H 0.199 0.582 4.070 0.27 0.07 0.34 0.00
H 1.697 -0.248 3.456 -0.34 0.19 0.28 0.00
H 0.628 -1.109 4.569 -0.15 -0.03 0.16 0.00
H -2.185 -0.118 4.550 -0.52 -0.43 -0.35 0.00
H -3.649 -1.100 4.025 0.54 0.34 0.10 0.00
H -3.079 0.303 3.076 0.01 -0.17 0.23 -0.01
H -1.453 -3.100 4.772 0.00 -0.07 -0.49 0.00
H -0.576 -3.895 3.408 -0.90 0.32 0.30 0.00
H -2.400 -3.917 3.508 0.36 0.17 -0.06 0.00
H -2.779 -5.032 0.961 1.07 -0.11 -0.15 0.00
H -1.176 -5.282 1.805 -0.44 -0.03 -0.55 0.00
H -1.354 -5.813 0.082 -0.46 0.67 0.80 0.00
H -1.651 -4.105 -2.103 0.11 0.31 -0.04 0.00
H 0.132 -3.899 -2.003 -1.26 0.43 0.51 0.00
H -0.932 -2.457 -2.116 -0.14 -0.38 0.00 0.00
H 1.196 -3.591 1.626 -0.16 0.47 -0.90 0.01
H 1.378 -2.365 0.290 -0.06 0.07 0.21 0.00
H 1.457 -4.064 -0.080 -0.48 0.30 0.44 0.00
H -5.105 0.595 0.224 0.57 -0.41 0.11 0.00
H -3.661 0.954 -0.685 0.24 -0.12 0.25 0.01
H -3.623 0.963 1.115 -0.10 0.21 -0.38 0.00
H -4.820 -1.848 2.357 0.00 -0.20 -0.28 0.00
H -4.651 -3.376 1.466 0.13 0.47 -0.17 0.00
H -5.811 -2.137 0.941 0.64 -0.05 0.07 0.00
H -3.233 -1.404 -2.260 -0.28 -0.20 0.30 0.00
H -4.920 -1.618 -1.689 0.30 0.05 -0.02 0.00
H -3.820 -2.979 -1.637 0.09 0.12 -0.10 0.00
O -0.795 0.648 -0.865 0.34 -0.65 -3.25 -0.04
S -0.503 0.637 -2.569 0.92 -0.19 3.13 0.05
C 1.322 0.188 -2.844 -1.05 -0.50 -0.30 0.01
C 2.353 1.225 -2.471 0.05 1.51 0.20 -0.01
C 3.711 0.599 -2.126 0.95 0.03 0.38 0.01
C 3.768 -0.350 -0.890 -0.19 -0.67 -0.84 -0.01
S 3.147 0.287 0.695 -1.85 0.34 -0.69 -0.01
O 1.634 0.684 0.320 1.02 -1.08 0.87 -0.01
C 3.809 1.914 0.773 0.45 0.91 0.04 0.00
C 2.985 3.042 0.833 -0.33 0.06 -0.10 0.01
C 3.586 4.308 0.737 0.46 -0.48 0.10 0.00
C 4.993 4.441 0.674 -0.55 0.11 -0.25 0.00
C 5.787 3.289 0.681 -0.53 0.21 0.10 0.00
C 5.191 2.039 0.739 -0.06 -0.33 -0.13 0.00
C -0.465 2.366 -2.772 -0.90 0.70 -0.80 0.00
C -0.588 2.810 -4.107 0.14 -0.24 0.56 0.00
C -0.654 4.171 -4.327 -0.44 0.94 0.41 0.00
C -0.662 5.088 -3.247 0.51 -1.37 0.71 0.00
C -0.577 4.599 -1.926 -0.06 -0.07 -0.69 0.00
C -0.534 3.220 -1.678 0.53 0.54 -0.35 0.01
H 1.325 -0.081 -3.942 -0.02 0.12 1.17 0.00
H 1.413 -0.717 -2.225 -0.09 0.02 -0.41 0.00
H 2.015 1.850 -1.623 0.03 -0.42 -0.38 0.00
H 2.469 1.960 -3.301 0.09 -0.64 0.43 0.00
H 4.513 1.379 -1.972 -1.04 -0.61 -0.35 0.00
H 4.027 -0.031 -2.974 0.13 0.23 0.26 0.00
H 4.812 -0.674 -0.697 -0.48 0.27 -0.02 0.00
H 3.208 -1.313 -1.107 0.43 1.04 0.66 0.00
H 1.890 2.928 0.959 0.90 0.21 -0.28 0.01
H 2.928 5.172 0.692 0.26 -0.03 0.17 0.00
H 5.458 5.443 0.582 -0.41 -0.83 0.13 0.00
H 6.857 3.343 0.622 0.28 0.15 0.04 0.00
H 5.778 1.129 0.728 0.32 0.13 -0.01 0.00
H -0.660 2.090 -4.930 0.09 0.35 0.24 0.00
H -0.802 4.558 -5.329 0.18 -0.12 0.00 0.00
H -0.684 6.156 -3.393 -0.13 0.02 -0.26 0.00
H -0.541 5.287 -1.080 -0.16 -0.16 -0.27 0.00
H -0.507 2.842 -0.662 -0.02 0.16 -0.32 0.00
Br -0.733 2.426 1.766 0.39 -1.68 0.05 0.01

=====

[2]
10
Properties=species:S:1:pos:R:3:forces:R:3:lowdin_charge:R:1 method="wB97M-V/def2-TZVPD" lumo_energy_ev=-1.01 fmax_ha_per_bohr=0.01567 homo_lumo_gap_ev=8.706 homo_ev=-9.7 de_lowest_kj_mol=497.4 multiplicity=1
C -0.853 -0.629 2.658 -0.12 0.52 -0.41 0.05
C -0.761 0.069 1.604 -0.10 -0.47 0.65 -0.22
C -0.316 0.168 0.338 0.09 -0.07 -0.35 -0.30
C 1.074 -0.118 -0.134 0.04 -0.08 0.09 -0.11
N 0.985 -0.039 -1.590 -0.38 0.14 -0.16 0.02
N -0.166 0.265 -1.931 0.47 -0.08 0.05 0.03
N -0.974 0.429 -0.804 -0.05 -0.03 0.31 0.08
H 1.378 -1.118 0.197 0.04 0.15 -0.18 0.14
H 1.818 0.593 0.240 -0.12 -0.06 -0.06 0.14
H -1.961 0.601 -0.933 0.14 -0.01 0.06 0.16

=====

[3]
21
Properties=species:S:1:pos:R:3:forces:R:3:lowdin_charge:R:1 method="wB97M-V/def2-TZVPD" lumo_energy_ev=0.85 fmax_ha_per_bohr=0.07581 homo_lumo_gap_ev=9.458 homo_ev=-8.6 de_lowest_kj_mol=252.8 multiplicity=1
C 1.826 1.414 0.249 -1.85 0.97 1.73 -0.10
C 0.399 0.812 0.295 0.17 -0.58 2.07 -0.33
C -0.667 1.040 -0.820 0.70 3.64 -1.01 -0.15
C -0.992 -0.458 -0.856 0.83 -0.04 -1.39 -0.47
C 0.203 -0.836 0.107 1.19 3.53 -0.94 -0.75
C 0.020 -1.566 1.408 -0.14 -2.43 -0.02 -0.14
H 2.168 1.060 -0.663 1.73 -0.38 -1.48 -0.01
H 1.827 2.536 0.250 -0.25 -0.90 -0.14 0.09
H 2.398 1.115 1.155 -0.14 -0.15 -0.92 0.09
H 0.020 1.046 1.375 0.07 -0.32 -1.97 0.14
H -1.475 1.826 -0.432 1.14 -2.12 -0.86 0.13
H -0.340 1.588 -1.840 -0.15 -1.48 2.19 0.14
H -0.956 -0.964 -1.896 0.10 0.75 1.71 0.15
H -2.962 -0.685 -0.934 -0.66 0.15 -0.24 0.07
H -2.410 0.103 0.473 0.10 -2.04 -1.83 0.13
H -0.746 -2.467 1.072 2.12 1.82 1.65 0.13
H -0.420 -0.939 2.238 0.14 -0.68 -1.17 0.08
H 1.098 -1.891 1.815 -2.53 0.22 -0.96 0.11
H 1.664 -0.517 -1.837 -0.25 -0.94 0.81 -0.09
N -2.225 -0.679 -0.265 -2.30 0.53 3.10 0.02
S 1.571 -1.540 -0.896 0.00 0.46 -0.34 0.75

=====

[4]
42
Properties=species:S:1:pos:R:3:forces:R:3:lowdin_charge:R:1 method="wB97M-V/def2-TZVPD" lumo_energy_ev=-4.45 fmax_ha_per_bohr=0.05072 homo_lumo_gap_ev=8.408 homo_ev=-12.9 de_lowest_kj_mol=112.3 charge=+1 multiplicity=1
N 0.065 -2.240 1.152 -0.55 -0.31 -0.18 -0.26
P -1.368 -2.539 0.608 1.72 1.05 1.00 0.74
N -1.231 -3.456 -0.871 -1.24 -1.15 1.06 -0.03
C -0.106 -3.472 -1.570 1.23 -0.34 -2.10 -0.39
N 0.051 -2.896 -2.874 -0.73 -0.37 0.27 0.05
C 1.242 -2.018 -2.585 -1.03 -1.01 0.01 -0.11
C 1.995 -2.804 -1.458 0.88 1.72 -1.10 -0.11
N 1.082 -3.934 -1.225 -0.28 0.93 2.42 0.16
H 0.199 -1.232 1.171 0.31 -0.01 -0.13 -0.07
H -2.018 -1.336 0.255 -0.51 -0.58 -0.14 0.01
H -2.162 -3.279 1.511 -0.24 -0.23 -0.82 0.01
H -2.034 -3.951 -1.252 -0.16 0.70 -0.47 0.14
H 0.423 -3.692 -3.388 -0.19 0.22 -0.55 0.13
H 0.801 -1.128 -2.162 0.48 0.48 -0.17 0.06
H 1.736 -1.858 -3.534 0.33 0.17 0.17 0.13
H 3.039 -2.991 -1.684 -0.12 -0.76 -0.06 0.12
H 1.947 -2.096 -0.632 0.15 -0.62 0.54 0.09
H 1.174 -4.432 -0.344 -0.02 0.22 0.14 0.16
C 0.780 2.859 -3.671 -0.05 -0.01 -0.02 -0.11
C -0.572 2.778 -2.969 0.19 0.01 -0.25 -0.26
C -0.451 2.706 -1.443 -0.01 -0.15 -0.25 -0.18
C 0.300 1.512 -1.039 -0.67 1.09 -0.09 -0.23
N 0.871 0.579 -0.716 0.57 -0.94 0.23 0.17
H 1.383 1.969 -3.485 0.01 0.02 0.05 0.06
H 0.644 2.939 -4.750 0.01 0.03 0.01 0.08
H 1.344 3.731 -3.336 0.02 -0.02 -0.01 0.08
H -1.114 1.903 -3.336 -0.08 0.03 0.07 0.11
H -1.165 3.655 -3.232 -0.06 -0.02 0.11 0.11
H -1.438 2.662 -0.982 0.06 -0.06 0.14 0.11
H 0.062 3.588 -1.056 0.04 -0.03 0.04 0.13
C -0.995 2.552 4.884 0.00 -0.02 0.00 -0.11
C -0.368 1.165 4.786 -0.16 0.21 0.18 -0.26
C 0.317 0.914 3.438 -0.27 -0.02 0.10 -0.18
C -0.654 1.014 2.338 0.93 -0.07 0.81 -0.24
N -1.407 1.092 1.485 -0.76 -0.06 -0.72 0.16
H -1.785 2.688 4.144 0.03 0.00 -0.03 0.07
H -1.443 2.698 5.866 0.03 0.02 0.00 0.08
H -0.247 3.332 4.734 -0.02 0.01 0.01 0.08
H -1.140 0.411 4.952 0.07 -0.07 -0.03 0.11
H 0.369 1.048 5.581 0.06 -0.08 -0.08 0.11
H 0.762 -0.082 3.418 0.01 0.00 -0.10 0.11
H 1.112 1.641 3.269 -0.01 0.01 -0.07 0.13

=====

[5]
43
Properties=species:S:1:pos:R:3:forces:R:3:lowdin_charge:R:1 method="wB97M-V/def2-TZVPD" lumo_energy_ev=0.42 fmax_ha_per_bohr=0.03049 homo_lumo_gap_ev=8.620 homo_ev=-8.2 de_lowest_kj_mol=231.7 multiplicity=1
C -5.944 -0.696 3.468 -0.11 -0.21 0.09 -0.08
H -5.580 -1.592 2.955 0.00 0.04 0.03 0.10
O -5.328 0.469 2.973 0.21 0.26 -0.10 -0.07
C -3.985 0.599 3.082 0.20 0.13 -0.04 -0.26
C -3.140 -0.344 3.666 -0.23 -0.08 0.00 0.00
C -1.778 -0.104 3.721 0.07 -0.02 0.04 -0.05
C -1.266 1.068 3.206 0.80 0.01 -0.01 -0.30
C -2.090 2.015 2.622 -0.11 0.11 -0.01 -0.05
C -3.446 1.782 2.562 -0.10 -0.13 0.07 0.02
H -4.118 2.496 2.116 -0.06 0.10 -0.06 0.12
H -1.654 2.921 2.234 -0.03 0.13 -0.09 0.12
S 0.500 1.327 3.223 0.20 -0.11 -0.06 0.71
O 0.781 2.732 3.103 -0.36 0.04 -0.23 -0.29
O 1.090 0.618 4.331 -0.15 -0.22 -0.05 -0.32
C 1.071 0.501 1.721 0.17 0.34 1.52 -0.28
C 2.206 -0.221 1.836 0.02 -0.23 -0.05 -0.08
N 2.884 -0.889 0.882 0.14 -0.07 0.51 0.08
C 2.679 -0.815 -0.507 -0.03 0.02 -0.64 -0.25
C 2.744 -1.979 -1.266 -0.09 0.17 0.12 -0.02
C 2.577 -1.925 -2.634 0.02 0.14 -0.06 -0.02
C 2.355 -0.705 -3.273 0.08 0.11 0.42 -0.22
C 2.316 0.462 -2.514 -0.04 0.06 -0.15 0.01
C 2.479 0.405 -1.145 0.21 -0.34 0.13 -0.02
H 2.469 1.317 -0.570 0.00 0.11 0.04 0.12
H 2.164 1.409 -3.001 -0.01 0.02 0.00 0.11
N 2.186 -0.715 -4.658 -0.03 -0.43 -0.08 0.11
C 2.098 0.344 -5.523 -0.01 -0.33 -0.42 -0.51
O 2.179 1.503 -5.196 0.00 0.29 0.11 0.08
C 1.895 -0.109 -6.954 -0.01 0.26 0.00 0.00
H 1.832 0.764 -7.597 0.01 0.00 0.02 0.08
H 0.975 -0.683 -7.039 -0.06 -0.08 -0.04 0.08
H 2.729 -0.730 -7.277 0.04 -0.08 -0.04 0.08
H 2.142 -1.638 -5.068 -0.02 0.23 -0.01 0.14
H 2.619 -2.836 -3.214 0.02 -0.09 -0.06 0.11
H 2.918 -2.929 -0.781 -0.02 -0.10 0.05 0.11
H 3.565 -1.566 1.193 -0.05 0.23 0.05 0.15
H 2.614 -0.290 2.838 0.04 -0.10 0.01 0.13
C 0.234 0.675 0.630 -0.69 -0.01 -0.97 -0.27
N -0.538 0.812 -0.213 -0.07 0.08 -0.12 0.21
H -1.105 -0.813 4.177 0.01 -0.14 0.06 0.12
H -3.529 -1.262 4.077 -0.06 -0.06 0.03 0.11
H -7.007 -0.573 3.267 0.08 -0.05 0.04 0.09
H -5.791 -0.804 4.547 0.01 0.00 -0.05 0.10

=====

[6]
42
Properties=species:S:1:pos:R:3:forces:R:3:lowdin_charge:R:1 method="wB97M-V/def2-TZVPD" lumo_energy_ev=0.10 fmax_ha_per_bohr=0.03817 homo_lumo_gap_ev=8.596 homo_ev=-8.5 multiplicity=1
Tl 5.449 -18.990 4.182 0.03 0.05 -0.49 0.95
N 3.547 -17.210 4.212 -0.66 -1.51 0.49 -0.47
S 3.282 -15.875 3.447 0.77 -0.15 -0.84 1.00
C 1.570 -15.702 2.982 -0.19 0.93 1.44 -0.40
C 0.760 -14.797 3.663 -0.60 0.21 -0.18 -0.10
C -0.413 -14.340 3.059 -0.17 0.64 0.30 -0.07
C -0.785 -14.815 1.801 -0.12 0.25 -0.11 -0.08
C -0.091 -15.916 1.278 -0.32 -0.49 0.48 -0.08
C 1.071 -16.382 1.894 -0.07 0.02 -0.72 -0.09
C 3.668 -14.462 4.517 -1.12 -1.40 0.80 -0.37
C 3.108 -13.228 4.302 0.21 1.27 0.66 -0.12
C 3.283 -12.256 5.299 -0.43 0.62 -0.79 -0.08
C 4.091 -12.485 6.401 -0.03 -0.21 -0.12 -0.08
C 4.662 -13.734 6.550 0.78 -0.43 0.06 -0.06
C 4.378 -14.779 5.675 -0.23 0.79 -0.58 -0.05
H 2.756 -17.621 4.752 0.75 0.96 -0.19 0.04
H 1.025 -14.381 4.634 0.13 -0.20 -0.36 0.12
H -0.988 -13.543 3.591 0.43 -0.80 -0.69 0.12
H -1.583 -14.294 1.233 0.41 -0.78 0.52 0.12
H -0.507 -16.523 0.476 0.15 0.49 -0.20 0.11
H 1.608 -17.248 1.513 -0.04 0.27 -0.15 0.12
H 2.483 -13.005 3.445 0.24 -0.03 0.03 0.11
H 2.778 -11.291 5.166 0.29 -0.36 0.11 0.11
H 4.278 -11.730 7.156 -0.08 0.08 -0.21 0.11
H 5.426 -13.904 7.301 -0.42 -0.12 0.33 0.11
H 4.686 -15.788 5.889 0.19 0.01 -0.12 0.08
C 1.964 -22.993 2.216 0.16 -0.36 -0.06 -0.03
N 3.212 -23.128 2.980 -0.55 0.42 0.31 -0.21
C 4.013 -24.337 2.963 0.39 -0.09 0.10 -0.04
C 3.568 -22.106 3.748 -0.25 -0.60 -0.08 -0.30
N 3.837 -21.228 4.450 -0.03 0.08 0.01 0.09
H 1.354 -23.924 2.237 0.50 0.58 0.19 0.10
H 2.202 -22.751 1.182 -0.10 -0.07 -0.18 0.08
H 1.402 -22.161 2.635 -0.12 -0.16 0.00 0.09
H 3.451 -25.220 3.310 0.10 0.42 0.02 0.09
H 4.877 -24.151 3.626 -0.39 -0.37 -0.43 0.10
H 4.358 -24.538 1.944 0.10 0.00 0.14 0.09
F 4.749 -18.676 6.589 1.14 0.87 0.36 -0.10
B 6.029 -18.066 7.116 -0.21 -0.86 -1.04 -1.17
F 6.999 -18.318 6.006 -0.69 0.35 1.20 -0.12
F 5.910 -16.694 7.279 -0.06 -0.62 0.09 0.13
F 6.376 -18.764 8.235 0.11 0.30 -0.08 0.17

=====

[7]
9
Properties=species:S:1:pos:R:3:forces:R:3:lowdin_charge:R:1 method="wB97M-V/def2-TZVPD" lumo_energy_ev=0.00 fmax_ha_per_bohr=0.06368 homo_lumo_gap_ev=10.195 homo_ev=-10.2 de_lowest_kj_mol=550.6 multiplicity=1
C 0.662 0.026 0.423 -1.12 2.43 -1.89 -0.04
N -1.403 0.782 -0.383 2.35 -0.79 1.46 0.06
N -0.259 0.490 -0.763 0.74 -0.34 1.02 -0.03
N 2.147 0.262 0.023 -2.21 1.15 1.20 -0.41
O 2.596 1.237 0.593 1.21 -0.32 -0.80 0.06
O 2.664 -0.553 -0.704 0.18 0.69 0.27 0.08
H 0.289 0.693 1.257 1.16 -1.39 -0.49 0.14
H 0.770 -1.013 0.440 -1.20 -1.81 0.74 0.09
H -1.841 1.167 -1.179 -1.09 0.40 -1.50 0.04

=====

[8]
8
Properties=species:S:1:pos:R:3:forces:R:3:lowdin_charge:R:1 method="wB97M-V/def2-TZVPD" lumo_energy_ev=0.81 fmax_ha_per_bohr=0.02216 homo_lumo_gap_ev=9.602 homo_ev=-8.8 de_lowest_kj_mol=125.6 multiplicity=1
O -1.576 1.211 0.038 -0.04 0.22 -0.22 -0.01
C -1.043 0.018 0.437 0.05 -0.18 0.23 -0.22
C 0.233 -0.229 0.351 -0.21 0.08 0.12 -0.11
C 1.413 -0.571 -0.075 -0.33 -0.17 0.25 0.00
H -0.816 1.778 -0.162 -0.37 0.03 -0.09 0.10
H -1.758 -0.702 0.813 -0.04 0.28 0.30 0.12
H 1.307 -1.263 -0.904 1.04 0.25 -0.40 0.06
H 2.337 -0.267 0.414 -0.10 -0.50 -0.21 0.06